Entry from OMol25: a cluster of 15 separate species, C73H164B6F24N9O4 in total at a distorted geometry (ωB97M-V/def2-TZVPD).

Atoms and positions in Å:
C -4.638 1.819 -3.802
C -4.108 1.006 -5.019
C -2.688 0.379 -4.700
C -2.718 -0.778 -3.641
C -3.550 -1.922 -4.115
C -5.033 -1.561 -4.434
N -5.018 -0.226 -5.295
O -6.295 0.077 -5.847
C -5.849 -1.258 -3.147
C -5.751 -2.681 -5.262
C -4.039 1.887 -6.288
H -5.595 2.250 -4.094
H -3.984 2.679 -3.657
H -4.709 1.267 -2.865
H -2.059 1.160 -4.272
H -2.099 0.008 -5.539
H -3.261 -0.367 -2.789
H -1.748 -1.149 -3.310
H -3.546 -2.689 -3.341
H -3.169 -2.338 -5.048
H -6.009 -2.217 -2.654
H -6.751 -0.668 -3.309
H -5.288 -0.736 -2.372
H -5.172 -2.792 -6.179
H -6.829 -2.582 -5.392
H -5.778 -3.585 -4.653
H -3.225 2.606 -6.197
H -4.944 2.445 -6.524
H -3.722 1.281 -7.137
C 2.666 0.515 1.460
C 1.736 1.743 1.501
C 2.003 2.819 0.389
C 1.543 2.320 -0.998
C 0.102 1.904 -1.058
C -0.304 0.770 -0.047
N 0.287 1.113 1.381
O -0.115 0.404 2.494
C 0.251 -0.651 -0.444
C -1.900 0.709 0.020
C 1.806 2.538 2.774
H 2.554 -0.114 0.577
H 2.527 -0.167 2.298
H 3.713 0.817 1.479
H 3.057 3.090 0.453
H 1.397 3.703 0.587
H 2.220 1.530 -1.324
H 1.873 3.061 -1.726
H -0.026 1.470 -2.050
H -0.506 2.805 -0.976
H 1.171 -0.614 -1.026
H -0.359 -1.106 -1.224
H 0.498 -1.252 0.432
H -2.289 -0.018 0.733
H -2.520 0.469 -0.844
H -2.245 1.676 0.387
H 1.063 3.310 2.972
H 2.832 2.899 2.846
H 1.675 1.850 3.610
C -4.026 -0.928 3.399
C -3.263 -2.059 4.155
C -1.809 -2.226 3.675
N -1.160 -3.556 4.196
C 0.311 -3.602 3.822
C 1.142 -4.829 4.429
C 0.925 -4.863 5.932
C -0.510 -4.881 6.437
C -1.326 -3.713 5.753
C -1.901 -4.660 3.493
H -3.986 -1.124 2.327
H -3.596 0.062 3.548
H -5.088 -0.950 3.640
H -3.849 -2.974 4.251
H -3.275 -1.744 5.199
H -1.159 -1.388 3.928
H -1.789 -2.260 2.585
H 0.782 -2.664 4.117
H 0.377 -3.649 2.735
H 2.213 -4.796 4.226
H 0.878 -5.807 4.026
H 1.470 -3.962 6.216
H 1.409 -5.598 6.575
H -0.498 -4.743 7.518
H -0.946 -5.859 6.233
H -1.038 -2.739 6.149
H -2.337 -3.987 6.057
H -2.893 -4.794 3.924
H -1.379 -5.610 3.613
H -1.896 -4.543 2.409
C -2.054 -8.577 1.130
C -1.350 -7.448 0.466
C -2.142 -6.919 -0.715
N -1.379 -5.839 -1.572
C -0.119 -6.532 -2.172
C 0.525 -5.689 -3.284
C -0.495 -5.229 -4.424
C -1.751 -4.690 -3.788
C -2.400 -5.528 -2.728
C -1.037 -4.546 -0.689
H -2.331 -9.383 0.450
H -3.035 -8.397 1.570
H -1.597 -8.952 2.046
H -0.363 -7.758 0.122
H -1.259 -6.574 1.112
H -3.009 -6.363 -0.358
H -2.508 -7.625 -1.460
H -0.312 -7.570 -2.444
H 0.660 -6.484 -1.411
H 1.331 -6.310 -3.675
H 0.872 -4.759 -2.833
H -0.700 -6.078 -5.076
H 0.082 -4.524 -5.023
H -2.472 -4.472 -4.576
H -1.601 -3.688 -3.385
H -2.698 -6.483 -3.162
H -3.249 -5.019 -2.272
H -0.473 -3.818 -1.273
H -0.348 -4.797 0.117
H -1.970 -4.141 -0.295
C 2.640 6.727 -2.872
C 2.275 5.919 -4.090
C 3.469 5.283 -4.746
N 3.124 4.161 -5.779
C 4.525 3.637 -6.312
C 4.444 2.408 -7.253
C 3.669 1.329 -6.487
C 2.274 1.782 -6.028
C 2.396 2.981 -5.098
C 2.327 4.761 -6.956
H 2.684 7.799 -3.060
H 3.597 6.436 -2.439
H 1.924 6.618 -2.058
H 1.774 6.498 -4.866
H 1.606 5.102 -3.819
H 3.940 4.658 -3.987
H 4.153 5.970 -5.243
H 5.076 3.360 -5.413
H 5.036 4.497 -6.745
H 5.447 2.106 -7.552
H 3.930 2.671 -8.177
H 4.244 1.125 -5.583
H 3.607 0.381 -7.021
H 1.849 0.977 -5.427
H 1.639 2.104 -6.854
H 2.978 2.613 -4.254
H 1.374 3.253 -4.834
H 2.810 5.580 -7.489
H 1.426 5.123 -6.461
H 2.053 4.057 -7.742
C 0.389 5.161 6.586
C -0.253 3.752 6.366
C -0.828 2.943 7.614
N -1.668 1.695 7.265
C -0.801 0.439 6.800
C 0.106 -0.125 7.908
C -0.713 -0.412 9.162
C -1.498 0.788 9.647
C -2.440 1.420 8.601
C -2.734 1.916 6.157
H 0.894 5.113 7.551
H -0.410 5.896 6.680
H 1.132 5.396 5.825
H 0.515 3.162 5.866
H -1.114 3.936 5.724
H -1.503 3.662 8.078
H -0.035 2.546 8.247
H -0.267 0.814 5.926
H -1.492 -0.356 6.520
H 0.883 0.623 8.064
H 0.608 -1.049 7.624
H 0.031 -0.665 9.918
H -1.425 -1.224 9.014
H -0.751 1.475 10.043
H -2.082 0.545 10.535
H -3.079 2.244 8.916
H -3.227 0.747 8.262
H -2.365 1.967 5.132
H -3.250 2.866 6.293
H -3.540 1.182 6.185
C -0.422 6.163 -0.071
C -1.976 6.422 0.071
C -2.755 5.779 -1.066
N -4.305 5.709 -0.824
C -4.865 7.131 -0.653
C -6.377 7.231 -0.440
C -7.087 6.479 -1.587
C -6.585 5.012 -1.809
C -5.047 5.050 -2.013
C -4.630 4.863 0.421
H 0.005 6.796 -0.848
H -0.360 5.100 -0.302
H 0.072 6.161 0.901
H -2.064 7.508 0.052
H -2.183 6.052 1.075
H -2.411 4.745 -1.075
H -2.669 6.275 -2.032
H -4.812 7.762 -1.540
H -4.275 7.576 0.148
H -6.617 8.293 -0.397
H -6.657 6.715 0.479
H -7.162 7.087 -2.488
H -8.155 6.321 -1.432
H -7.076 4.519 -2.649
H -6.944 4.402 -0.980
H -4.745 5.604 -2.902
H -4.668 4.033 -2.116
H -3.962 5.167 1.227
H -4.280 3.840 0.283
H -5.650 4.984 0.783
C 5.911 -2.347 1.616
N 6.306 -3.075 2.963
C 6.986 -4.418 2.539
C 7.311 -2.190 3.699
C 4.996 -3.439 3.789
C 5.239 -3.614 5.312
O 6.215 -4.488 5.683
H 5.300 -1.464 1.801
H 5.475 -3.157 1.032
H 6.813 -1.891 1.207
H 7.401 -4.950 3.395
H 7.837 -4.080 1.948
H 6.281 -4.989 1.934
H 6.851 -1.266 4.052
H 8.173 -2.085 3.041
H 7.712 -2.695 4.578
H 4.398 -4.177 3.256
H 4.373 -2.549 3.699
H 4.277 -3.965 5.685
H 5.435 -2.677 5.833
H 5.849 -5.359 5.856
C 5.581 -3.844 -2.054
N 5.061 -2.501 -2.786
C 4.105 -1.749 -1.879
C 6.275 -1.593 -2.943
C 4.395 -2.848 -4.116
C 5.017 -4.003 -5.010
O 6.458 -4.074 -4.995
H 5.992 -3.610 -1.072
H 6.386 -4.188 -2.703
H 4.731 -4.527 -2.047
H 3.770 -0.865 -2.422
H 4.645 -1.485 -0.969
H 3.268 -2.405 -1.641
H 5.889 -0.657 -3.346
H 6.976 -1.912 -3.714
H 6.811 -1.464 -2.003
H 4.201 -1.914 -4.642
H 3.367 -3.052 -3.815
H 4.674 -3.896 -6.038
H 4.722 -5.014 -4.727
H 6.871 -3.391 -5.529
B -1.451 4.924 -4.116
F -0.748 6.115 -3.986
F -1.170 4.207 -2.984
F -2.754 5.136 -4.368
F -0.984 4.240 -5.225
B 0.814 -1.457 -4.322
F 2.053 -1.315 -4.921
F 0.378 -0.266 -3.825
F -0.052 -1.906 -5.313
F 0.906 -2.353 -3.383
B -1.935 3.671 2.729
F -1.690 3.732 1.443
F -3.187 3.137 2.903
F -0.983 2.841 3.347
F -1.922 4.917 3.256
B 2.893 -0.614 5.450
F 1.684 -0.431 4.718
F 3.098 -1.905 5.723
F 3.957 -0.070 4.847
F 2.773 -0.014 6.644
B 5.629 2.874 -2.365
F 6.048 3.465 -3.546
F 4.309 2.426 -2.568
F 6.475 1.811 -2.020
F 5.524 3.731 -1.250
B -4.501 -2.883 -0.024
F -5.580 -2.121 0.406
F -3.384 -2.061 -0.063
F -4.267 -4.003 0.790
F -4.716 -3.382 -1.284

Values from the calculation:
HOMO-LUMO gap = 6.596 eV
max |F| = 0.1838 Eh/bohr
total charge = +3
DFT total energy = -169244.7402 eV
LUMO energy = -8.6 eV
highest occupied orbital energy = -15.18 eV

These are the Löwdin partial charges, in e, on atoms 1 to 99: atom 1 (C): 0.011, atom 2 (C): -0.386, atom 3 (C): -0.075, atom 4 (C): -0.158, atom 5 (C): -0.149, atom 6 (C): -0.369, atom 7 (N): 0.175, atom 8 (O): 0.137, atom 9 (C): 0.009, atom 10 (C): -0.002, atom 11 (C): -0.001, atom 12 (H): 0.098, atom 13 (H): 0.085, atom 14 (H): 0.076, atom 15 (H): 0.123, atom 16 (H): 0.126, atom 17 (H): 0.082, atom 18 (H): 0.098, atom 19 (H): 0.104, atom 20 (H): 0.122, atom 21 (H): 0.093, atom 22 (H): 0.104, atom 23 (H): 0.074, atom 24 (H): 0.094, atom 25 (H): 0.093, atom 26 (H): 0.095, atom 27 (H): 0.097, atom 28 (H): 0.095, atom 29 (H): 0.096, atom 30 (C): 0.005, atom 31 (C): -0.383, atom 32 (C): -0.076, atom 33 (C): -0.173, atom 34 (C): -0.107, atom 35 (C): -0.298, atom 36 (N): 0.179, atom 37 (O): 0.118, atom 38 (C): 0.000, atom 39 (C): 0.014, atom 40 (C): -0.023, atom 41 (H): 0.055, atom 42 (H): 0.076, atom 43 (H): 0.109, atom 44 (H): 0.137, atom 45 (H): 0.113, atom 46 (H): 0.095, atom 47 (H): 0.116, atom 48 (H): 0.120, atom 49 (H): 0.103, atom 50 (H): 0.060, atom 51 (H): 0.079, atom 52 (H): 0.077, atom 53 (H): 0.059, atom 54 (H): 0.077, atom 55 (H): 0.070, atom 56 (H): 0.092, atom 57 (H): 0.117, atom 58 (H): 0.074, atom 59 (C): -0.046, atom 60 (C): -0.203, atom 61 (C): -0.088, atom 62 (N): -0.210, atom 63 (C): -0.066, atom 64 (C): -0.130, atom 65 (C): -0.215, atom 66 (C): -0.131, atom 67 (C): -0.051, atom 68 (C): 0.009, atom 69 (H): 0.053, atom 70 (H): 0.068, atom 71 (H): 0.091, atom 72 (H): 0.107, atom 73 (H): 0.088, atom 74 (H): 0.110, atom 75 (H): 0.123, atom 76 (H): 0.116, atom 77 (H): 0.119, atom 78 (H): 0.092, atom 79 (H): 0.102, atom 80 (H): 0.104, atom 81 (H): 0.123, atom 82 (H): 0.128, atom 83 (H): 0.118, atom 84 (H): 0.119, atom 85 (H): 0.128, atom 86 (H): 0.112, atom 87 (H): 0.094, atom 88 (H): 0.090, atom 89 (C): -0.098, atom 90 (C): -0.240, atom 91 (C): -0.111, atom 92 (N): -0.171, atom 93 (C): -0.104, atom 94 (C): -0.141, atom 95 (C): -0.134, atom 96 (C): -0.193, atom 97 (C): -0.072, atom 98 (C): 0.075, atom 99 (H): 0.091